No. 1
Below is a single C15H9F13N2O molecule, with properties calculated with the ωB97M-V functional and the def2-TZVPD basis.

Structure (XYZ):
```
40
Properties=species:S:1:pos:R:3:nbo_charge:R:1
C -7.505 -1.813 -0.095 -0.631
C -6.117 -1.260 -0.028 0.010
C -5.189 -1.751 0.884 -0.226
C -3.907 -1.244 0.932 -0.178
C -3.516 -0.224 0.062 -0.057
C -2.168 0.293 0.131 0.068
N -1.800 1.226 -0.660 -0.266
N -0.545 1.751 -0.642 -0.417
C 0.505 1.448 0.138 0.587
O 0.584 0.633 1.025 -0.569
C 1.734 2.345 -0.231 0.566
F 2.001 2.274 -1.559 -0.315
F 1.440 3.645 0.008 -0.310
C 3.020 1.985 0.560 0.587
F 4.010 2.806 0.155 -0.300
F 2.838 2.225 1.866 -0.289
C 3.456 0.490 0.376 0.588
F 2.802 -0.059 -0.667 -0.304
F 3.134 -0.216 1.465 -0.284
C 4.990 0.338 0.119 0.585
F 5.288 0.838 -1.092 -0.299
F 5.681 1.040 1.030 -0.294
C 5.462 -1.148 0.203 0.557
F 4.574 -1.975 -0.368 -0.294
F 5.569 -1.501 1.493 -0.291
C 6.846 -1.361 -0.491 0.924
F 7.718 -0.427 -0.133 -0.301
F 7.345 -2.543 -0.153 -0.298
F 6.717 -1.330 -1.812 -0.299
C -4.448 0.272 -0.856 -0.172
C -5.725 -0.241 -0.896 -0.218
H -7.714 -2.454 0.757 0.217
H -7.628 -2.400 -1.005 0.224
H -8.237 -1.008 -0.120 0.221
H -5.478 -2.540 1.564 0.212
H -3.197 -1.635 1.647 0.212
H -1.516 -0.156 0.877 0.203
H -0.440 2.471 -1.349 0.411
H -4.143 1.059 -1.527 0.227
H -6.439 0.147 -1.608 0.211
```

For the HOMO-LUMO gap, the calculation gives 8.80 eV. The HOMO energy is -8.79 eV. For the lowest unoccupied orbital energy, the calculation gives 0.01 eV. The energy comes out at -56055.831 eV. The SMILES is Cc1ccc(/C=N/NC(=O)C(F)(F)C(F)(F)C(F)(F)C(F)(F)C(F)(F)C(F)(F)F)cc1.

=====

No. 2
Below is 7 unconnected molecules or ions with the total composition C3H22N2O7 in a non-equilibrium geometry, with properties calculated with the ωB97M-V functional and the def2-TZVPD basis.

Structure (XYZ):
```
34
Properties=species:S:1:pos:R:3:nbo_charge:R:1
C -0.877 0.732 0.570 -0.257
N -2.276 0.109 0.594 -0.649
C -2.288 -1.292 0.297 0.076
O -2.050 -1.338 -1.161 -0.792
C -1.025 2.010 1.511 -0.196
N 0.192 2.764 1.873 -0.875
H -0.325 1.132 -0.247 0.207
H -0.217 -0.169 0.913 0.187
H -2.942 0.653 0.054 0.369
H -1.563 -2.009 0.874 0.182
H -3.276 -1.708 0.599 0.161
H -2.399 -2.084 -1.609 0.473
H -1.630 2.824 0.785 0.136
H -1.723 1.830 2.260 0.177
H 0.978 2.122 2.116 0.345
H 0.052 3.304 2.776 0.354
H 1.368 1.269 -3.386 0.458
H 2.436 0.409 -2.737 0.477
O 2.273 1.184 -3.265 -0.994
H 2.180 -0.788 0.914 0.493
H 2.854 -1.940 1.733 0.446
O 2.095 -1.542 1.410 -1.151
H 3.397 0.683 -0.870 0.425
H 2.589 1.501 0.321 0.432
O 2.768 0.609 -0.153 -1.320
H -0.215 -1.293 2.919 0.458
H 0.829 -1.862 3.450 0.473
O -0.048 -1.635 3.737 -0.944
H -1.624 -0.797 -3.247 0.487
H -2.919 -0.048 -2.790 0.477
O -2.428 -0.385 -3.550 -0.968
H 1.598 -1.443 -1.456 0.480
H 2.498 -1.531 -2.759 0.425
O 1.718 -1.272 -2.475 -1.051
```

For the HOMO-LUMO gap (alpha / beta), the calculation gives 2.55 / 9.43 eV. As for the net charge: -1. The HOMO energy (alpha / beta) is 0.27 / -6.70 eV. For the lowest unoccupied orbital energy (alpha / beta), the calculation gives 2.81 / 2.73 eV. The energy comes out at -20777.213 eV. Its multiplicity is 2.

=====

No. 3
Below is a single C22H23FN4O2 molecule in a non-equilibrium geometry, with properties calculated with the ωB97M-V functional and the def2-TZVPD basis.

Structure (XYZ):
```
52
Properties=species:S:1:pos:R:3:nbo_charge:R:1
O 4.424 0.927 -0.354 -0.615
C 3.645 0.131 -0.843 0.642
N 2.544 0.500 -1.555 -0.620
C 2.063 1.855 -1.499 -0.238
C 1.067 2.123 -0.341 -0.051
C 1.532 1.371 0.890 -0.086
C 2.267 2.037 1.865 -0.148
C 2.769 1.335 2.945 -0.247
C 2.515 -0.026 3.018 0.033
N 1.807 -0.673 2.111 -0.417
C 1.337 0.006 1.080 0.019
N -0.324 1.958 -0.741 -0.461
C -1.258 2.258 0.328 -0.237
C -2.641 2.499 -0.290 -0.219
N -3.095 1.365 -1.063 -0.459
C -3.821 0.340 -0.473 0.244
C -4.418 -0.637 -1.282 -0.251
C -5.199 -1.639 -0.746 -0.261
C -5.407 -1.673 0.620 0.353
F -6.174 -2.655 1.152 -0.330
C -4.850 -0.721 1.449 -0.247
C -4.061 0.274 0.905 -0.288
C -2.122 1.059 -2.089 -0.199
C -0.750 0.774 -1.457 -0.240
C 3.826 -1.322 -0.734 0.149
C 4.820 -2.036 -0.117 -0.231
C 4.471 -3.396 -0.252 -0.314
C 3.292 -3.413 -0.934 0.117
O 2.891 -2.170 -1.232 -0.406
H 1.909 -0.232 -1.836 0.403
H 1.602 2.133 -2.449 0.213
H 2.948 2.472 -1.333 0.245
H 1.151 3.196 -0.113 0.206
H 2.457 3.097 1.767 0.212
H 3.352 1.829 3.707 0.220
H 2.892 -0.629 3.834 0.192
H 0.776 -0.592 0.375 0.189
H -0.927 3.161 0.845 0.207
H -1.312 1.437 1.064 0.177
H -3.374 2.752 0.474 0.211
H -2.561 3.344 -0.981 0.203
H -4.291 -0.600 -2.353 0.210
H -5.655 -2.384 -1.378 0.228
H -5.025 -0.765 2.513 0.227
H -3.624 0.997 1.575 0.214
H -2.435 0.197 -2.674 0.206
H -2.038 1.927 -2.751 0.199
H -0.040 0.545 -2.251 0.194
H -0.863 -0.109 -0.803 0.172
H 5.680 -1.622 0.366 0.244
H 5.017 -4.242 0.110 0.233
H 2.662 -4.220 -1.256 0.206
```

For the HOMO-LUMO gap, the calculation gives 8.27 eV. The HOMO energy is -7.67 eV. For the lowest unoccupied orbital energy, the calculation gives 0.60 eV. The energy comes out at -35959.654 eV. The SMILES is O=C(NC[C@H](c1cccnc1)N1CCN(c2ccc(F)cc2)CC1)c1ccco1.

=====

Question: Which value of energy does entry 3 give?
Answer: -35959.654 eV